A:
C4H4N2OS | the ωB97M-V functional and the def2-TZVPD basis

The molar mass comes out at 128.2 g/mol. As for the net charge: 0. Its SMILES is Oc1c[nH]cnc1=S. For the HOMO-LUMO gap, the calculation gives 7.89 eV. For the HOMO energy, the calculation gives -0.297 Eh.

Geometry (Å):
1 H -0.58801 2.57976 0.26431
2 S -2.59412 -0.20721 -1.55544
3 H 0.79969 1.46548 1.32145
4 N 1.33373 -0.52947 0.43150
5 O -1.26306 1.97338 -0.02872
6 H 1.99705 -0.89626 1.08120
7 C 0.68835 -1.52237 -0.21590
8 C -1.11009 -0.29189 -0.85953
9 N -0.36917 -1.46359 -0.90774
10 C 0.59761 0.67781 0.61883
11 H 1.10375 -2.56229 -0.12000
12 C -0.59571 0.77665 -0.02995

These are the natural (NBO) partial charges, in e, on atoms 1 to 5: H 0.470; S -0.036; H 0.218; N -0.551; O -0.627

---

B:
C4H4N2OS | the ωB97M-V functional and the def2-TZVPD basis

The molar mass comes out at 128.2 g/mol. As for the net charge: 0. Its SMILES is O=C/C=N\N=C\C=S. For the HOMO-LUMO gap, the calculation gives 7.73 eV. For the HOMO energy, the calculation gives -0.340 Eh.

Geometry (Å):
1 C 0.82700 0.48728 1.20135
2 N 0.18491 -1.46327 0.16154
3 S 1.81417 2.67507 2.37088
4 H -1.31173 0.31440 -1.32020
5 C -1.16826 -0.86901 -1.79271
6 N 0.43100 0.01494 0.14208
7 C 0.77154 2.08801 1.20114
8 C -0.63813 -1.82152 -0.70737
9 H 0.16388 2.67993 0.55492
10 O -1.56029 -1.17047 -2.95895
11 H -0.50757 -2.85443 -0.98651
12 H 0.99350 -0.08093 2.13384

These are the natural (NBO) partial charges, in e, on atoms 1 to 5: C 0.082; N -0.210; S 0.082; H 0.144; C 0.364

---

C:
C4H4N2OS | the ωB97M-V functional and the def2-TZVPD basis

The molar mass comes out at 128.2 g/mol. As for the net charge: 0. Its SMILES is O=C=NC=S.C#CN. For the HOMO-LUMO gap, the calculation gives 8.25 eV. For the HOMO energy, the calculation gives -0.324 Eh.

Geometry (Å):
1 S 2.66977 0.75558 -0.26970
2 C 0.17227 -1.41201 -0.32975
3 H 0.35021 1.71982 -1.94542
4 N -1.97307 0.15987 0.39058
5 H 2.09951 -0.17018 1.79533
6 H -2.48528 0.83217 0.83307
7 N 0.91411 -1.03845 0.56308
8 H -1.68630 -0.70735 0.85923
9 O -0.45514 -2.08822 -1.03517
10 C -0.39669 1.32910 -1.25112
11 C -0.99813 0.67048 -0.38258
12 C 1.78874 -0.05081 0.77245

These are the natural (NBO) partial charges, in e, on atoms 1 to 5: S 0.037; C 0.911; H 0.260; N -0.823; H 0.194

---

Order from most stable to least stable according to the calculation: A, C, B

---

A:
C3H9IN | the ωB97M-V functional and the def2-TZVPD basis

The molar mass comes out at 186.0 g/mol. As for the net charge: +1. Its SMILES is C[C@@H](I)C[NH3+]. For the HOMO-LUMO gap, the calculation gives 9.42 eV. For the HOMO energy, the calculation gives -0.491 Eh.

Geometry (Å):
1 H -0.27190 1.34056 -2.35358
2 H -1.12170 -0.26701 2.09311
3 C -0.47181 -0.96957 1.56811
4 C -0.16451 -0.12208 -0.81585
5 H -1.10717 -1.68568 1.04423
6 H 0.11078 -1.50880 2.30887
7 I 2.39620 -1.03186 0.47111
8 H 0.58825 0.80256 0.96463
9 C 0.42803 -0.21196 0.58958
10 H -1.23620 -0.32521 -0.81610
11 H -0.50735 1.95150 -0.83024
12 N 0.02278 1.27339 -1.37878
13 H 1.01066 1.53734 -1.31778
14 H 0.32394 -0.78320 -1.52731

These are the natural (NBO) partial charges, in e, on atoms 1 to 5: H 0.451; H 0.234; C -0.637; C -0.246; H 0.224

---

B:
C3H9IN | the ωB97M-V functional and the def2-TZVPD basis

The molar mass comes out at 186.0 g/mol. As for the net charge: +1. For the HOMO-LUMO gap (alpha / beta), the calculation gives 7.79 / 7.79 eV. For the HOMO energy (alpha / beta), the calculation gives -0.517 / -0.517 Eh.

Geometry (Å):
1 H 1.27689 1.39621 0.76420
2 I -0.41185 -4.13172 -0.15083
3 H -0.28253 0.69380 1.42042
4 H 1.25457 -0.20049 1.42117
5 H -1.32767 0.50445 -0.59065
6 N -0.25622 -1.28322 -0.78762
7 H 0.27560 -0.85658 -0.04333
8 H -0.30437 0.72823 -1.89196
9 C 0.77822 0.75660 1.52313
10 H -1.68433 -0.34000 -2.16721
11 H 0.84542 1.39421 2.37974
12 C -0.96061 -0.07274 -1.42236
13 C -1.11864 -2.15363 -0.14641
14 H 0.39375 -1.44307 -1.48538

These are the natural (NBO) partial charges, in e, on atoms 1 to 5: H 0.229; I 0.386; H 0.208; H 0.194; H 0.247

---

Order from most stable to least stable according to the calculation: A, B

---

A:
C4H8N3 | the ωB97M-V functional and the def2-TZVPD basis

The molar mass comes out at 98.1 g/mol. As for the net charge: +1. Its SMILES is C=[N+]=C=NCNC. For the HOMO-LUMO gap (alpha / beta), the calculation gives 7.21 / 7.21 eV. For the HOMO energy (alpha / beta), the calculation gives -0.493 / -0.493 Eh.

Geometry (Å):
1 N -0.37145 -2.64446 0.02858
2 H -0.36152 1.95710 -1.69842
3 N 0.61918 -0.72411 -0.80118
4 H -1.62590 -3.92531 0.87663
5 N -0.20165 1.61761 -0.68857
6 C 0.46029 -1.91784 -0.65189
7 C 0.89289 2.32872 -0.18716
8 H -0.21895 -4.75648 -0.08999
9 H -1.40913 -0.05613 -0.73412
10 H 0.83164 3.34097 -0.34781
11 C -0.68866 -3.85319 0.26898
12 H 1.84507 2.10557 -0.53201
13 H -0.43557 0.21294 0.81750
14 C -0.38502 0.26490 -0.37096
15 H 0.94396 2.45113 0.87152

These are the natural (NBO) partial charges, in e, on atoms 1 to 5: N -0.405; H 0.400; N -0.279; H 0.241; N -0.562

---

B:
C4H8N3 | the ωB97M-V functional and the def2-TZVPD basis

The molar mass comes out at 98.1 g/mol. As for the net charge: +1. For the HOMO-LUMO gap, the calculation gives 9.53 eV. For the HOMO energy, the calculation gives -0.484 Eh.

Geometry (Å):
1 N -1.38248 0.00102 0.89017
2 C -2.49608 -0.54316 0.87935
3 N -1.18463 1.04002 1.69359
4 C 2.64924 -0.32420 -1.99078
5 H -1.94235 1.22483 2.35607
6 C 1.39967 -0.25862 -2.47770
7 H 3.68116 -0.33130 -2.33362
8 H 0.14525 -0.02785 0.52064
9 C 1.55509 -0.14052 -1.08080
10 N 1.26294 0.01408 0.14936
11 H -3.23368 -0.06511 1.55545
12 H 2.13857 0.06652 0.67293
13 H 0.57536 -0.42722 -3.16826
14 H -0.26131 1.07913 2.00564
15 H -2.90674 -1.30763 0.32796

These are the natural (NBO) partial charges, in e, on atoms 1 to 5: N -0.266; C -0.078; N -0.608; C -0.077; H 0.373

---

Order from most stable to least stable according to the calculation: B, A

---

A:
BCsF4 | the ωB97M-V functional and the def2-TZVPD basis

The molar mass comes out at 219.7 g/mol. As for the net charge: 0. For the HOMO-LUMO gap, the calculation gives 9.90 eV. For the HOMO energy, the calculation gives -0.399 Eh.

Geometry (Å):
1 Cs -0.00019 -2.61261 1.29565
2 F 0.89967 -0.56388 -0.27495
3 F -0.21738 1.04150 -1.59242
4 F 0.50685 1.57270 0.47028
5 F -1.17582 0.07597 0.37335
6 B -0.01311 0.48633 -0.27189

These are the Mulliken partial charges, in e, on atoms 1 to 5: Cs 1.018; F -0.435; F -0.392; F -0.381; F -0.424

---

B:
BCsF4 | the ωB97M-V functional and the def2-TZVPD basis

The molar mass comes out at 219.7 g/mol. As for the net charge: 0. For the HOMO-LUMO gap, the calculation gives 7.96 eV. For the HOMO energy, the calculation gives -0.358 Eh.

Geometry (Å):
1 F 0.85390 1.11447 -0.85499
2 Cs 0.83890 -0.83516 4.17410
3 F -0.51556 -0.09161 -2.11078
4 F 0.24766 -0.99726 -0.32283
5 F -1.25562 0.62656 -0.06994
6 B -0.16928 0.18301 -0.81558

These are the natural (NBO) partial charges, in e, on atoms 1 to 5: F -0.576; Cs 0.999; F -0.572; F -0.582; F -0.582

---

Order from most stable to least stable according to the calculation: A, B

---

A:
C7H15N4O | the ωB97M-V functional and the def2-TZVPD basis

The molar mass comes out at 171.2 g/mol. As for the net charge: +1. For the HOMO-LUMO gap, the calculation gives 9.83 eV. For the HOMO energy, the calculation gives -0.485 Eh.

Geometry (Å):
1 H -1.12485 -0.93218 2.20267
2 H 1.73069 1.16737 1.64940
3 C 0.84624 1.60245 -0.12781
4 C 2.09031 1.31452 0.59089
5 N 0.31218 2.60057 -0.53164
6 N 0.84346 -1.08729 0.21641
7 C 2.26832 -1.08803 0.16351
8 H 2.72981 2.22771 0.56169
9 H -0.42440 0.72061 -2.09026
10 C -2.45269 -1.05520 -0.35977
11 H -2.32977 -0.92715 -1.44896
12 N -0.11639 -0.24677 -1.86811
13 H 3.81767 0.22345 0.14939
14 H -1.78060 0.92365 -0.23355
15 H 0.85507 -0.44850 -2.19204
16 H -0.67014 2.54477 -0.79996
17 H -0.69978 -1.01434 -2.10710
18 C -1.45424 -0.12269 0.22964
19 H -3.38854 -0.97324 0.01298
20 N 2.78679 0.19833 0.11837
21 O 2.93571 -2.05267 0.23291
22 C -0.00381 -0.21582 -0.35033
23 H 0.43577 -2.04155 0.32124
24 H -0.92922 0.72397 2.13455
25 H -2.56021 0.10183 1.98838
26 H -2.16598 -2.11625 -0.24914
27 C -1.55138 -0.02756 1.78665

These are the natural (NBO) partial charges, in e, on atoms 1 to 5: H 0.219; H 0.228; C 0.415; C -0.332; N -0.589

---

B:
C7H15N4O | the ωB97M-V functional and the def2-TZVPD basis

The molar mass comes out at 171.2 g/mol. As for the net charge: +1. Its SMILES is C=N/N=C\N=[NH+]\OCCCCC. For the HOMO-LUMO gap (alpha / beta), the calculation gives 7.52 / 7.51 eV. For the HOMO energy (alpha / beta), the calculation gives -0.495 / -0.495 Eh.

Geometry (Å):
1 C -2.60395 2.17801 -2.24299
2 H -2.58740 2.94646 -1.44078
3 H -1.53200 1.25556 -0.37903
4 N 3.10926 -0.65994 2.70519
5 O -0.32329 -0.49562 1.06783
6 C -0.57378 -0.61393 -1.35737
7 H 0.07164 1.33304 -0.81114
8 H -2.06817 -1.20597 0.11110
9 N 0.57338 -1.09341 1.87016
10 H -0.60250 -2.30424 0.13423
11 H 3.14297 1.31453 2.64732
12 H 2.88666 0.67447 1.07688
13 C -0.91624 -1.27765 -0.00352
14 C 2.93978 0.47565 2.16860
15 H -0.55703 2.57439 -2.42687
16 C -0.84034 0.95526 -1.11691
17 N 0.90389 -2.35494 1.86357
18 C 2.00103 -2.74283 2.53409
19 N 2.97067 -1.83944 2.78643
20 H 1.17409 -0.45808 2.39797
21 H 2.32739 -3.74225 2.93945
22 H -3.04832 2.66862 -3.14797
23 H 0.45047 -0.71506 -1.60557
24 C -1.19991 1.75078 -2.39692
25 H -1.20066 -1.12421 -2.08800
26 H -3.23991 1.36413 -1.96148
27 H -1.25776 1.13664 -3.32429

These are the natural (NBO) partial charges, in e, on atoms 1 to 5: C -0.594; H 0.197; H 0.206; N -0.019; O -0.285

---

Order from most stable to least stable according to the calculation: A, B